DFT (wB97M-V/def2-TZVPD) results for 9 unconnected molecules or ions with the total composition C23H34N2O25.

Results
- lowest unoccupied orbital energy (eV) = 0.35
- max |F| (eV Å⁻¹) = 4.87
- structure (SMILES) = C[N+](=O)[O-].C[N+](=O)[O-].O=C1OCCO1.O=C1OCCO1.O=C1OCCO1.O=C1OCCO1.O=C1OCCO1.O=C1OCCO1.O=C1OCCO1

Structure (ORCA input):
```
! wB97M-V def2-TZVPD RIJCOSX def2/J DEFGRID3
* xyz 0 1
O -5.24 -0.42 2.38
O 4.62 3.17 3.62
O 3.05 -0.20 0.60
O 3.78 2.14 -3.82
O -0.67 -4.51 -2.51
O -5.45 -3.35 -1.35
O 1.89 3.11 0.51
O -4.76 1.61 -0.95
O 2.41 0.40 -4.41
O 7.21 -3.13 -0.70
O 1.97 0.45 -1.23
O 0.40 -4.34 -0.61
O -3.01 2.96 -0.58
O -2.82 1.11 -1.85
O 4.34 0.10 -3.18
O 0.86 0.28 0.68
O -4.30 -4.66 0.03
O -4.78 1.77 2.15
O 0.91 4.70 1.74
O -3.27 0.27 1.47
O 5.37 -3.51 0.42
O -4.14 -2.44 0.22
O 3.01 4.93 1.15
O -0.70 -2.54 -1.36
O 2.78 3.67 4.60
N 3.52 2.86 4.04
N 6.01 -3.00 -0.46
C -4.75 -3.44 -0.42
C 5.21 -2.20 -1.43
C 0.55 0.59 -1.64
C 0.67 -5.72 -1.07
C -0.20 -5.83 -2.31
C -4.87 0.30 -1.54
C 4.95 2.31 -3.03
C -5.98 1.70 3.01
C -3.33 -2.87 1.30
C -0.38 -3.72 -1.45
C -3.65 0.11 -2.41
C 2.00 0.13 0.09
C 1.27 6.02 2.21
C 1.93 4.17 1.02
C 2.75 6.13 1.91
C -4.31 0.54 1.98
C 3.35 0.81 -3.86
C -0.15 0.72 -0.25
C 2.98 1.47 3.78
C -6.50 0.29 2.77
C -3.34 -4.40 1.07
C 5.02 1.02 -2.28
C -3.45 2.02 -1.07
H 4.41 -2.89 -1.85
H -2.39 -4.61 0.53
H -4.96 -0.30 -0.66
H -6.69 2.47 2.58
H 4.42 1.06 -1.36
H -3.95 0.46 -3.40
H -2.39 -2.45 1.06
H 0.70 6.72 1.61
H 4.85 3.23 -2.49
H -6.90 -0.24 3.71
H 3.34 6.18 2.82
H 0.50 1.42 -2.34
H 5.78 2.43 -3.72
H 6.05 0.74 -2.05
H -3.52 -5.04 1.90
H -7.08 0.03 1.90
H 0.43 -6.05 -3.16
H -1.04 0.14 -0.36
H -5.81 0.28 -2.06
H 2.24 1.61 3.03
H 2.61 1.12 4.72
H 5.93 -1.86 -2.15
H -3.75 -2.57 2.25
H 0.44 -6.42 -0.29
H 4.71 -1.34 -0.90
H 0.28 -0.27 -2.24
H -0.35 1.77 -0.06
H 0.97 6.10 3.28
H 1.72 -5.66 -1.26
H -1.07 -6.46 -2.29
H 3.71 0.78 3.30
H -5.73 1.87 4.07
H -3.15 -0.81 -2.31
H 2.98 6.95 1.21
*
```



DFT (wB97M-V/def2-TZVPD) results for 2 unconnected molecules or ions with the total composition C4H13NO2.

Results
- energy relative to the best compared isomer or geometry (same formula, charge and spin) (kJ/mol) = 310.16
- lowest unoccupied orbital energy (eV) = 0.82
- max |F| (eV Å⁻¹) = 2.99
- structure (SMILES) = CNCCCO.O

Structure (ORCA input):
```
! wB97M-V def2-TZVPD RIJCOSX def2/J DEFGRID3
* xyz 0 1
O 1.84 -1.68 0.98
O -0.15 5.93 -3.55
N -1.05 -0.63 1.27
C 1.16 -2.43 -0.04
C -0.16 -1.86 -0.78
C -0.61 -0.52 -0.20
C -1.03 0.05 2.63
H -1.69 -0.40 3.44
H -0.37 5.32 -2.84
H 0.89 -3.48 0.24
H 0.52 6.53 -3.35
H 1.97 -2.36 -0.72
H -1.48 -0.19 -0.88
H 1.43 -1.95 1.81
H -0.93 -2.55 -0.63
H -1.62 -1.40 1.51
H -0.16 -1.74 -1.87
H 0.39 0.01 -0.23
H -1.37 1.02 2.58
H 0.07 0.05 2.96
*
```



DFT (wB97M-V/def2-TZVPD) results for 2 unconnected molecules or ions with the total composition H4O2.

Results
- energy relative to the best compared isomer or geometry (same formula, charge and spin) (kJ/mol) = 24.24
- lowest unoccupied orbital energy (eV) = 0.81
- max |F| (eV Å⁻¹) = 1.41
- structure (SMILES) = O.O

Structure (ORCA input):
```
! wB97M-V def2-TZVPD RIJCOSX def2/J DEFGRID3
* xyz 0 1
O -0.69 1.24 2.39
O 0.85 -0.97 -2.34
H 0.42 -0.10 -2.33
H -0.63 0.40 1.94
H -0.32 1.04 3.26
H 0.37 -1.61 -2.92
*
```



DFT (wB97M-V/def2-TZVPD) results for a molecular structure, C6H11N2S.

Results
- energy relative to the best compared isomer or geometry (same formula, charge and spin) (kJ/mol) = 310.48
- lowest unoccupied orbital energy (eV) = -3.01
- max |F| (eV Å⁻¹) = 3.81

Structure (ORCA input):
```
! wB97M-V def2-TZVPD RIJCOSX def2/J DEFGRID3
* xyz 1 1
S 0.35 1.90 -2.14
N 0.81 -0.21 -0.54
N -1.26 0.18 -0.89
C 0.12 0.14 -1.81
C -0.22 0.71 0.11
C 0.51 -1.61 0.01
C -0.24 -1.42 1.28
C -0.49 0.13 1.51
C 0.28 2.02 -0.27
H 1.48 -2.20 -0.01
H 1.33 2.30 0.14
H 0.32 0.42 2.20
H 1.78 -0.03 -0.60
H -1.26 -1.90 1.31
H -0.16 -2.06 -0.78
H -0.39 2.81 0.08
H -1.53 0.20 1.97
H 0.04 -0.68 -2.54
H 0.26 -1.74 2.13
H -1.70 1.03 -1.16
*
```



DFT (wB97M-V/def2-TZVPD) results for a single C17H13NO10S2 molecule.

Results
- energy relative to the best compared isomer or geometry (same formula, charge and spin) (kJ/mol) = 0.00
- lowest unoccupied orbital energy (eV) = -1.85
- max |F| (eV Å⁻¹) = 4.70
- structure (SMILES) = O=C1C2=C(C(=O)c3ccccc31)[C@](O)(S(=O)(=O)O)[C@](O)(S(=O)(=O)O)[C@H]1N=CC=C[C@@H]21

Structure (ORCA input):
```
! wB97M-V def2-TZVPD RIJCOSX def2/J DEFGRID3
* xyz 0 1
S 1.62 -2.54 1.03
S 1.54 0.37 2.62
O -0.58 -2.68 -1.08
O -2.26 2.23 -0.12
O 1.76 1.71 3.18
O -0.06 0.02 2.58
O 2.13 -0.64 3.53
O 3.06 -2.57 1.89
O 3.61 -0.12 0.80
O 2.11 -1.09 -1.28
O 0.56 -2.55 2.04
O 1.67 -3.72 0.17
N 2.95 1.62 -0.99
C 1.49 -0.93 0.02
C -4.27 0.26 -0.58
C -4.67 -2.12 -1.03
C 0.55 3.09 -1.08
C 2.08 1.59 0.20
C -0.94 -1.59 -0.68
C 2.21 0.18 0.86
C 2.72 2.45 -1.98
C 1.57 3.31 -1.98
C -2.87 0.03 -0.50
C -2.38 -1.27 -0.69
C 0.05 -0.51 -0.36
C -0.38 0.82 -0.32
C -1.86 1.08 -0.30
C -5.14 -0.80 -0.84
C 0.58 1.98 -0.01
C -3.33 -2.33 -0.93
H -5.39 -2.92 -1.16
H 1.81 -1.90 -1.72
H -6.20 -0.55 -0.86
H 1.47 4.07 -2.77
H -2.97 -3.32 -1.01
H 2.50 2.30 0.88
H 2.84 -2.17 2.76
H 3.88 0.00 -0.14
H 0.17 2.42 0.92
H -4.65 1.26 -0.34
H -0.09 -0.69 3.22
H 3.41 2.50 -2.84
H -0.30 3.72 -1.13
*
```



DFT (wB97M-V/def2-TZVPD) results for a single C10H12BrNO4S2 molecule.

Results
- lowest unoccupied orbital energy (eV) = 0.42
- max |F| (eV Å⁻¹) = 1.41
- structure (SMILES) = O=C(O)[C@@H]1CCCN(S(=O)(=O)c2ccc(Br)s2)C1

Structure (ORCA input):
```
! wB97M-V def2-TZVPD RIJCOSX def2/J DEFGRID3
* xyz 0 1
Br 4.56 0.11 -0.58
S -1.18 0.16 0.99
S 1.50 0.66 -0.29
O -1.37 1.56 0.74
O -4.21 0.62 0.85
O -3.78 2.33 -0.52
O -1.64 -0.42 2.21
N -1.65 -0.74 -0.33
C 1.32 -0.97 1.68
C -4.35 -1.19 -1.34
C 2.68 -1.00 1.31
C -3.92 1.04 -0.24
C -2.12 0.00 -1.48
C -3.35 -2.33 -1.13
C -3.65 0.17 -1.45
C 0.57 -0.13 0.92
C 2.92 -0.17 0.26
C -2.36 -1.98 -0.03
H 0.89 -1.54 2.49
H -1.63 0.98 -1.45
H -3.95 0.72 -2.34
H -5.02 -1.16 -0.47
H 3.43 -1.59 1.79
H -2.81 -2.54 -2.06
H -3.88 -3.24 -0.84
H -4.95 -1.38 -2.23
H -1.81 -0.53 -2.39
H -2.89 -1.85 0.92
H -3.80 2.86 0.30
H -1.62 -2.77 0.09
*
```



DFT (wB97M-V/def2-TZVPD) results for a molecular structure, C18H21F6N4ReS2.

Results
- energy relative to the best compared isomer or geometry (same formula, charge and spin) (kJ/mol) = 9.36
- lowest unoccupied orbital energy (alpha / beta) (eV) = -4.18 / -4.01
- max |F| (eV Å⁻¹) = 1.96

Structure (ORCA input):
```
! wB97M-V def2-TZVPD RIJCOSX def2/J DEFGRID3
* xyz 1 4
Re 0.76 -0.81 -0.80
S 3.69 0.47 2.67
S -1.33 -3.51 2.45
F 2.07 -2.38 -3.35
F -0.28 -1.80 -2.06
F 1.11 -0.66 -4.28
F 2.48 1.00 -2.53
F 3.44 -0.78 -1.67
F 3.26 -0.86 -4.32
N -0.21 -1.85 0.85
N 1.97 -0.23 0.88
N 3.63 1.31 0.15
N -2.04 -2.97 -0.11
C -2.19 0.51 0.56
C 2.17 -1.07 -3.58
C 0.72 2.83 0.20
C -0.65 0.96 -1.09
C 2.25 -0.33 -2.24
C 1.64 -0.90 2.07
C 2.44 -0.64 3.12
C -3.34 0.00 1.36
C -1.18 1.41 1.10
C -2.80 -0.38 -1.78
C -1.20 -2.73 0.90
C 0.03 -2.61 3.01
C -1.93 0.27 -0.75
C 0.50 -1.79 2.05
C -0.30 1.74 0.12
C -1.18 1.92 2.50
C -0.54 1.58 -2.47
C 3.05 0.53 1.05
H -3.28 0.40 -2.38
H -1.38 2.27 -2.61
H -2.22 -0.98 -2.48
H -0.18 2.25 2.81
H 0.41 -2.76 4.01
H 4.48 1.78 0.38
H 3.36 1.29 -0.82
H 0.22 3.80 0.22
H -3.58 -0.98 -1.33
H 1.32 2.77 1.11
H -1.78 -2.63 -1.03
H -3.80 0.81 1.93
H -1.85 2.78 2.60
H 2.39 -1.03 4.12
H -3.00 -0.75 2.08
H -1.53 1.16 3.20
H -0.60 0.82 -3.25
H 0.38 2.15 -2.60
H 1.39 2.83 -0.66
H -4.10 -0.46 0.73
H -2.67 -3.75 -0.05
*
```



DFT (wB97M-V/def2-TZVPD) results for 11 unconnected molecules or ions with the total composition C40H80O35S2.

Results
- energy relative to the best compared isomer or geometry (same formula, charge and spin) (kJ/mol) = 608.53
- lowest unoccupied orbital energy (eV) = 0.19
- max |F| (eV Å⁻¹) = 4.73
- structure (SMILES) = O=S1(=O)OCCO1.O=S1(=O)OCCO1.CCOC(=O)OC.CCOC(=O)OC.CCOC(=O)OC.CCOC(=O)OC.CCOC(=O)OC.CCOC(=O)OC.CCOC(=O)OC.CCOC(=O)OC.CCOC(=O)OC

Structure (ORCA input):
```
! wB97M-V def2-TZVPD RIJCOSX def2/J DEFGRID3
* xyz 0 1
S 8.95 4.82 13.13
S -1.44 10.35 11.79
O 6.67 13.22 9.14
O -6.33 6.08 16.05
O 9.89 3.61 13.89
O 8.70 4.43 11.74
O 6.10 12.46 11.24
O -4.45 6.97 15.34
O -1.60 8.88 11.59
O -2.59 10.96 12.78
O 2.51 7.32 12.96
O 2.31 5.35 10.17
O -4.31 5.18 16.65
O 8.23 12.83 10.71
O 7.13 9.08 16.95
O 12.26 7.83 11.44
O 9.32 6.21 13.40
O 4.67 7.77 13.22
O -1.32 11.27 10.68
O 2.30 6.01 8.05
O 7.89 7.05 7.79
O -0.81 2.52 14.72
O -0.27 10.70 12.91
O -0.25 4.72 14.52
O 2.59 3.78 8.51
O -1.42 7.48 18.73
O 7.97 9.76 18.98
O 3.32 8.12 15.05
O 6.20 8.51 18.91
O 6.67 9.02 7.48
O -1.79 5.20 18.68
O 7.69 4.33 14.04
O 11.81 6.59 9.55
O 13.61 6.09 10.94
O 7.04 7.41 5.81
O -2.01 3.72 13.25
O -3.28 6.75 19.48
C 11.19 8.71 11.33
C 4.16 7.28 19.27
C -2.12 11.96 13.68
C 9.33 12.81 9.83
C 14.19 5.12 10.06
C 7.09 9.10 18.18
C 9.16 2.43 13.96
C 5.85 8.21 13.92
C -4.22 5.82 19.97
C 0.08 2.48 15.87
C 0.22 6.81 17.04
C -1.50 5.06 11.21
C -5.01 5.96 16.05
C 3.26 7.06 6.13
C 2.35 5.93 6.65
C 6.92 8.51 12.88
C 7.97 7.15 9.20
C 2.42 4.93 8.85
C 7.11 7.92 7.06
C 6.51 11.69 12.34
C 9.47 11.51 9.11
C -7.07 5.16 16.82
C 3.47 7.82 13.82
C -0.93 3.75 14.11
C 9.03 10.44 18.42
C -2.78 8.36 14.49
C 2.63 4.47 11.25
C 12.50 6.78 10.56
C 6.79 6.36 9.89
C -0.68 11.67 13.91
C 1.24 7.24 13.56
C 6.98 12.86 10.26
C 6.30 8.18 4.90
C 5.06 7.99 18.28
C 7.72 2.94 14.24
C -2.44 4.84 12.43
C 11.02 9.50 12.57
C -2.11 6.35 18.99
C -3.06 7.19 15.42
C -0.03 7.38 18.42
H 0.50 8.32 18.54
H 6.57 5.43 9.36
H 8.64 10.81 9.24
H 10.84 8.84 13.42
H 1.26 6.85 14.58
H 3.69 4.48 11.47
H -2.24 12.97 13.29
H 2.66 7.89 5.75
H 13.85 4.11 10.28
H 5.58 9.21 14.28
H -1.25 4.10 10.76
H 6.99 6.07 10.93
H 7.17 7.54 12.46
H -6.72 4.13 16.78
H 6.18 7.58 14.74
H -3.58 5.13 20.52
H 9.44 9.90 17.57
H 4.04 7.37 6.83
H 3.72 6.73 5.20
H -0.10 12.59 13.81
H -2.77 11.82 14.55
H -2.07 5.56 10.42
H 6.92 2.66 13.56
H 9.57 1.84 14.78
H 5.37 7.30 17.50
H -5.01 6.22 20.61
H 10.22 12.84 10.46
H 10.44 11.02 9.24
H 5.55 7.45 4.59
H 9.26 1.96 12.99
H 3.71 8.01 19.95
H 5.64 11.18 12.75
H 1.29 6.66 16.90
H 4.76 6.47 19.68
H 0.44 6.70 19.12
H 1.16 2.51 15.74
H 6.77 12.33 13.19
H 9.55 11.71 8.05
H 8.87 11.47 18.09
H 11.91 10.11 12.74
H -0.15 5.79 16.95
H -1.79 8.80 14.49
H 11.44 9.36 10.49
H -4.70 5.25 19.18
H 15.25 5.20 10.27
H -0.49 11.09 14.81
H 0.78 8.22 13.61
H -0.57 5.61 11.37
H -2.74 7.40 16.44
H 7.84 8.95 13.26
H -7.06 5.36 17.89
H 9.42 13.65 9.14
H 2.06 4.83 12.10
H 14.14 5.37 9.00
H 7.42 2.73 15.27
H 8.16 8.19 9.45
H 5.83 6.86 9.84
H 1.32 6.05 6.29
H 10.21 10.23 12.54
H -2.49 6.30 15.17
H 7.30 10.94 12.29
H 6.49 9.00 12.01
H 4.52 8.83 17.84
H 2.66 5.03 6.13
H -3.33 9.26 14.79
H 2.29 3.44 11.11
H 10.26 8.22 11.06
H 5.80 9.05 5.33
H -0.30 3.07 16.70
H -0.21 1.59 16.43
H -8.13 5.25 16.58
H 6.94 8.63 4.14
H -0.14 7.44 16.23
H 3.42 6.69 18.73
H -2.50 5.65 13.15
H -3.45 4.59 12.08
H -3.05 8.03 13.49
H 8.87 6.59 9.46
H 9.86 10.58 19.11
H 0.63 6.55 12.98
*
```



DFT (wB97M-V/def2-TZVPD) results for a molecular structure, C28H27GdN3SSi.

Results
- energy relative to the best compared isomer or geometry (same formula, charge and spin) (kJ/mol) = 715.71
- lowest unoccupied orbital energy (alpha / beta) (eV) = -3.73 / -3.72
- max |F| (eV Å⁻¹) = 5.41

Structure (ORCA input):
```
! wB97M-V def2-TZVPD RIJCOSX def2/J DEFGRID3
* xyz 1 8
Gd -1.76 0.22 0.67
S 1.00 2.97 3.76
Si 2.58 -0.38 -1.51
N -3.46 1.19 1.95
N -3.85 2.56 3.61
N -0.52 1.40 2.30
C -0.75 3.20 3.80
C 4.07 -4.05 -0.02
C -1.28 -2.15 1.07
C 4.60 2.21 -4.04
C 3.34 0.51 -2.94
C -4.84 1.16 2.21
C -0.86 -1.92 -0.28
C 4.59 -2.26 -2.08
C 3.14 0.77 -5.31
C 1.63 1.45 -0.82
C 2.83 0.07 -4.16
C -5.10 2.02 3.27
C 4.00 1.86 -5.24
C -2.70 -1.96 1.14
C -2.87 2.06 2.83
C 4.98 -4.40 -1.01
C 4.29 1.52 -2.87
C 0.76 1.67 2.64
C -3.16 -1.62 -0.19
C -7.31 1.11 3.51
C -5.82 0.26 1.78
C -1.42 2.27 3.00
C 3.37 -2.84 -0.10
C -7.06 0.23 2.43
C -2.02 -1.60 -1.06
C 3.56 -1.92 -1.16
C -6.31 2.00 3.94
C 5.27 -3.50 -2.03
H 3.86 -4.76 0.79
H -1.21 4.03 4.35
H -3.35 -2.12 2.00
H -8.28 1.11 4.03
H 0.12 -2.16 -0.70
H 5.21 3.10 -3.97
H -2.03 -1.52 -2.16
H 1.54 2.13 -0.03
H -3.70 3.23 4.35
H -4.21 -1.51 -0.48
H 4.75 1.84 -1.94
H 2.59 0.58 -6.22
H -7.86 -0.46 2.16
H -6.42 2.69 4.78
H -5.59 -0.43 0.97
H 5.43 -5.39 -1.02
H 2.65 -2.73 0.69
H 5.98 -3.78 -2.81
H 1.75 2.11 -1.70
H 4.88 -1.61 -2.90
H 1.95 0.76 0.01
H -0.62 -2.56 1.85
H 2.11 -0.73 -4.19
H 4.14 2.49 -6.11
H 1.18 -0.56 -1.96
H 0.59 1.08 -1.21
H 1.60 1.08 2.29
*
```



Record order is preserved below.
E_tot: -78563.6363, -9940.9820, -4159.6877, -20206.9346, -61471.4812, -111957.3271, -65068.0879, -136103.8741, -73478.0520 eV